Entry from the OMol25 dataset: a structure of composition C10H15ClGaI2N2O2P in a non-equilibrium geometry (ωB97M-V/def2-TZVPD).

Computed properties:
* spin multiplicity: 1
* E_tot: -3971.1652 a.u.
* orbital gap (spin up / spin down): 4.64 / 4.56 eV
* charge: +2

Element x y z (Å)
I -4.041 1.994 1.368
I 0.759 2.815 -0.323
Ga 0.236 0.537 -0.447
P -1.281 1.603 -2.715
C -2.301 3.103 -2.653
C 0.194 1.967 -3.761
H -1.484 -0.611 -3.621
H -2.225 0.672 -4.673
H -3.087 0.118 -3.167
C -2.113 0.296 -3.638
H 0.874 1.094 -3.755
H -0.208 2.130 -4.785
H -2.466 3.368 -3.721
H -1.706 3.841 -2.087
H 0.706 2.865 -3.384
H -3.228 2.806 -2.129
C -1.644 1.025 -0.740
O -2.638 1.390 -0.175
Cl 1.174 -0.945 -1.863
N 3.352 -3.240 4.562
C 1.990 -3.050 4.453
O 1.214 -3.600 5.232
C 1.558 -2.130 3.368
C 2.397 -1.437 2.510
C 1.878 -0.636 1.450
N 0.505 -0.578 1.261
C -0.310 -1.212 2.097
C 0.158 -2.009 3.150
H 3.652 -3.935 5.231
H 4.030 -3.034 3.867
H 3.496 -1.474 2.604
H 2.464 -0.109 0.763
H -1.401 -1.064 1.939
H -0.505 -2.562 3.779



Entry from the OMol25 dataset: the molecule C3HNO in a non-equilibrium geometry (ωB97M-V/def2-TZVPD).

Computed properties:
* relative energy (zero: lowest compared OMol25 entry of this formula, charge and spin): 7.313 eV
* spin multiplicity: 1
* E_tot: -244.5923 a.u.
* orbital gap (spin up / spin down): 7.81 / 7.81 eV

Element x y z (Å)
C 0.859 -0.262 -0.178
C 0.008 0.209 0.799
C 0.028 -0.361 -1.215
N -1.182 0.569 0.964
O -1.611 0.327 -0.257
H 1.899 -0.481 -0.113



Entry from the OMol25 dataset: a structure of composition C5H6O2 (ωB97M-V/def2-TZVPD).

Computed properties:
* relative energy (zero: lowest compared OMol25 entry of this formula, charge and spin): 5.238 eV
* spin multiplicity: 1
* E_tot: -344.4094 a.u.
* orbital gap (spin up / spin down): 7.82 / 7.82 eV

Element x y z (Å)
O -1.031 -0.558 -2.209
C -1.360 0.519 -1.493
C -0.540 0.292 -0.295
O -0.890 0.390 0.999
C 0.524 0.272 1.375
C 0.980 -1.081 1.030
C 0.874 -0.015 -0.070
H -2.427 0.649 -1.218
H -1.046 1.513 -1.875
H 0.915 0.983 2.094
H 2.006 -1.317 1.305
H 0.284 -1.915 1.050
H 1.710 0.268 -0.694



Entry from the OMol25 dataset: a cluster of 3 separate species, C19H28F7N2O5S3 in total (ωB97M-V/def2-TZVPD).

Computed properties:
* spin multiplicity: 1
* E_tot: -3119.8269 a.u.
* orbital gap: 6.85 eV
* charge: +1

Element x y z (Å)
O -0.811 -7.103 5.034
C -0.766 -7.718 3.761
C -1.721 -8.908 3.627
C -3.031 -8.599 2.897
C -2.795 -8.317 1.406
S -3.708 -7.044 0.562
F -5.154 -7.661 0.626
C -3.881 -5.668 1.658
C -2.530 -4.915 1.687
C -2.557 -3.594 0.897
S -0.988 -3.249 0.090
C -0.454 -1.752 0.839
S -1.180 -0.882 1.981
N 0.765 -1.371 0.229
C 1.992 -1.996 0.389
C 2.850 -1.311 -0.395
N 2.203 -0.280 -1.041
C 0.968 -0.339 -0.649
H -1.685 -6.727 5.190
H -0.979 -6.969 2.980
H 0.268 -8.026 3.619
H -1.228 -9.752 3.137
H -1.965 -9.238 4.638
H -3.555 -7.783 3.397
H -3.687 -9.466 2.970
H -3.069 -9.189 0.801
H -1.747 -8.109 1.161
H -4.667 -5.058 1.205
H -4.225 -6.000 2.633
H -1.711 -5.537 1.307
H -2.283 -4.716 2.730
H -3.309 -3.625 0.105
H -2.793 -2.756 1.555
H 2.133 -2.840 1.041
H 3.902 -1.500 -0.530
H 0.157 0.309 -0.947
C 3.931 2.833 -1.545
C 3.091 2.626 -2.782
O 2.799 3.891 -3.425
C 3.737 4.374 -4.220
O 4.798 3.892 -4.484
C 3.247 5.703 -4.841
F 2.654 6.475 -3.918
F 2.351 5.450 -5.803
F 4.257 6.378 -5.368
H 3.442 3.530 -0.864
H 4.062 1.881 -1.033
H 4.913 3.233 -1.797
H 2.118 2.211 -2.532
H 3.575 1.961 -3.496
C 0.500 8.719 -2.943
C 1.274 8.898 -1.659
O 0.702 9.948 -0.843
C -0.324 9.600 -0.088
O -0.829 8.520 0.007
C -0.795 10.814 0.747
F -0.858 11.924 0.010
F 0.067 11.025 1.752
F -1.995 10.582 1.265
H 0.454 9.657 -3.498
H 0.989 7.970 -3.561
H -0.519 8.390 -2.743
H 2.294 9.223 -1.849
H 1.304 7.978 -1.076



Entry from the OMol25 dataset: a cluster of 2 separate species, C2H10NO2 in total in a non-equilibrium geometry (ωB97M-V/def2-TZVPD).

Computed properties:
* relative energy (zero: lowest compared OMol25 entry of this formula, charge and spin): 0.203 eV
* spin multiplicity: 1
* E_tot: -287.1889 a.u.
* orbital gap: 11.46 eV
* charge: +1

Element x y z (Å)
C -1.589 -0.207 0.186
O -0.872 -1.021 1.092
C -0.693 0.937 -0.265
N 0.449 0.401 -1.065
H -1.871 -0.780 -0.708
H -2.483 0.187 0.647
H -1.450 -1.244 1.827
H -0.301 1.532 0.560
H -1.279 1.615 -0.882
H 0.088 -0.146 -1.861
H 1.024 1.104 -1.540
H 1.044 -0.261 -0.498
H 2.697 0.079 0.917
H 2.889 -1.432 1.011
O 2.348 -0.762 0.577



Entry from the OMol25 dataset: a structure of composition C29H23Br3N6OS2Y in a non-equilibrium geometry (ωB97M-V/def2-TZVPD).

Computed properties:
* relative energy (zero: lowest compared OMol25 entry of this formula, charge and spin): 0.837 eV
* spin multiplicity: 1
* E_tot: -10079.7445 a.u.
* orbital gap: 6.49 eV
* charge: -1

Element x y z (Å)
Y 0.068 0.087 -0.300
C -4.792 1.900 1.226
S -3.603 1.856 2.601
C -2.425 0.704 1.995
S -0.920 0.637 2.739
N -2.879 -0.135 1.098
N -2.071 -0.826 0.317
C -2.526 -1.942 -0.173
C -1.789 -2.679 -1.154
C -2.299 -3.890 -1.645
C -1.589 -4.572 -2.606
C -0.411 -4.015 -3.089
C 0.016 -2.809 -2.559
N -0.627 -2.167 -1.597
H -5.756 2.173 1.639
H -4.817 0.912 0.778
H -4.460 2.635 0.502
H -3.490 -2.338 0.148
H -3.238 -4.262 -1.262
H -1.951 -5.517 -2.985
H 0.157 -4.505 -3.864
H 0.910 -2.330 -2.936
Br -2.246 4.748 0.245
C -0.384 4.484 0.423
C 0.456 5.572 0.579
C 1.807 5.377 0.745
Br 2.929 6.912 0.931
C 2.365 4.091 0.756
C 3.724 3.802 0.979
C 4.150 2.504 0.938
C 3.232 1.487 0.652
N 1.952 1.716 0.459
C 1.500 2.984 0.529
C 0.073 3.158 0.367
O -0.690 2.159 0.185
H 0.044 6.569 0.569
H 4.419 4.607 1.176
H 5.184 2.255 1.119
H 3.566 0.460 0.575
C 0.931 -2.209 2.457
N 1.235 -1.654 1.147
C 2.267 -2.117 0.523
C 2.661 -1.625 -0.737
C 3.750 -2.006 -1.536
C 3.693 -1.219 -2.676
C 2.587 -0.381 -2.516
N 1.961 -0.613 -1.358
C 2.132 -2.629 3.265
C 2.224 -3.902 3.813
C 3.346 -4.288 4.529
C 4.400 -3.407 4.695
C 4.316 -2.131 4.160
C 3.190 -1.744 3.459
H 0.251 -3.063 2.327
H 0.383 -1.431 3.004
H 2.900 -2.895 0.964
H 4.472 -2.765 -1.294
H 4.366 -1.232 -3.514
H 2.221 0.372 -3.195
H 1.408 -4.599 3.681
H 3.402 -5.284 4.947
H 5.283 -3.712 5.239
H 5.136 -1.438 4.288
H 3.124 -0.746 3.049
Br -0.852 0.959 -2.677



Entry from the OMol25 dataset: a structure of composition C2H2ClIO in a non-equilibrium geometry (ωB97M-V/def2-TZVPD).

Computed properties:
* relative energy (zero: lowest compared OMol25 entry of this formula, charge and spin): 0.414 eV
* spin multiplicity: 1
* E_tot: -910.4969 a.u.
* orbital gap: 9.34 eV

Element x y z (Å)
C 0.199 -0.339 -0.938
C -0.607 -0.809 0.257
O 0.327 -0.943 -1.963
Cl -1.046 -2.506 0.440
I -2.532 0.192 -0.110
H 0.653 0.622 -0.574
H -0.204 -0.240 1.178